Entry 1:
The following is a DFT calculation (wB97M-V/def2-TZVPD) of one molecule with the formula C2H3N3O.

Calculated values
SMILES string: On1ccnn1
DFT total energy in hartree: -317.361499
Lowest unoccupied orbital energy in eV: 0.25
Energy above the lowest of the compared OMol25 structures with the same formula, charge and spin in kJ/mol: 448.5
Spin multiplicity: 1
Gap between HOMO and LUMO in eV: 10.17

Geometry as XYZ:
```
9
C2H3N3O (wB97M-V/def2-TZVPD)
C 0.06 1.06 0.11
C 1.40 0.71 -0.17
H -2.22 -0.79 -0.13
H -0.53 1.90 0.43
H 2.24 1.33 -0.21
N -0.62 -0.08 0.20
N 1.53 -0.72 -0.04
N 0.24 -1.12 0.09
O -2.04 0.05 -0.18
```

---

Entry 2:
The following is a DFT calculation (wB97M-V/def2-TZVPD) of a 2-piece molecular cluster, C2H3N3O overall.

Calculated values
DFT total energy in hartree: -317.406653
Lowest unoccupied orbital energy in eV: 0.75
Energy above the lowest of the compared OMol25 structures with the same formula, charge and spin in kJ/mol: 329.9
Spin multiplicity: 1
Gap between HOMO and LUMO in eV: 9.51

Geometry as XYZ:
```
9
C2H3N3O (wB97M-V/def2-TZVPD)
C 2.60 -0.52 0.56
C -2.10 0.05 0.09
N 1.58 -0.51 -0.03
N -1.76 1.19 0.12
N 0.67 -0.79 -0.78
O -2.27 -1.09 0.19
H 3.03 -0.32 1.50
H -2.11 2.03 -0.28
H 0.35 -0.04 -1.37
```

---

Entry 3:
The following is a DFT calculation (wB97M-V/def2-TZVPD) of a 2-piece molecular cluster, C2H3N3O overall.

Calculated values
DFT total energy in hartree: -317.301502
Lowest unoccupied orbital energy (alpha / beta) in eV: -1.59 / -3.71
Energy above the lowest of the compared OMol25 structures with the same formula, charge and spin in kJ/mol: 606.0
Spin multiplicity: 1
Gap between HOMO and LUMO (alpha / beta) in eV: 9.27 / 6.80

Geometry as XYZ:
```
9
C2H3N3O (wB97M-V/def2-TZVPD)
C -0.71 -0.95 -0.24
C -0.58 1.15 0.01
N -1.93 -0.58 -0.06
N -1.85 0.78 0.04
N 0.13 0.06 -0.23
O 2.56 -0.29 -0.01
H -0.26 -1.91 -0.36
H -0.10 2.12 -0.04
H 2.74 -0.37 0.89
```

---

Entry 4:
The following is a DFT calculation (wB97M-V/def2-TZVPD) of one molecule with the formula C2H3N3O.

Calculated values
DFT total energy in hartree: -317.472276
Lowest unoccupied orbital energy in eV: 0.51
Energy above the lowest of the compared OMol25 structures with the same formula, charge and spin in kJ/mol: 157.6
Spin multiplicity: 1
Gap between HOMO and LUMO in eV: 9.39

Geometry as XYZ:
```
9
C2H3N3O (wB97M-V/def2-TZVPD)
N -1.51 0.02 0.16
C -0.36 -0.68 -0.08
C 0.88 0.09 -0.43
N 1.60 0.79 0.38
N 2.28 1.42 1.06
O -0.35 -1.89 -0.16
H -2.36 -0.51 0.17
H -1.55 1.03 0.21
H 1.38 -0.26 -1.32
```

---

Entry 5:
The following is a DFT calculation (wB97M-V/def2-TZVPD) of one molecule with the formula C2H3N3O.

Calculated values
DFT total energy in hartree: -317.362930
Lowest unoccupied orbital energy in eV: 0.03
Energy above the lowest of the compared OMol25 structures with the same formula, charge and spin in kJ/mol: 444.7
Spin multiplicity: 1
Gap between HOMO and LUMO in eV: 9.59

Geometry as XYZ:
```
9
C2H3N3O (wB97M-V/def2-TZVPD)
O -0.55 -2.15 -0.94
C -0.15 -0.86 -0.26
N 0.77 -1.72 -0.07
N 0.91 1.15 1.02
C -0.22 1.26 0.45
N -0.81 0.21 -0.26
H -0.26 -2.09 -1.86
H 1.16 2.02 1.48
H -0.84 2.17 0.45
```

---

Entry 6:
The following is a DFT calculation (wB97M-V/def2-TZVPD) of one molecule with the formula C2H3N3O.

Calculated values
SMILES string: CN(C#N)N=O
DFT total energy in hartree: -317.397355
Lowest unoccupied orbital energy in eV: -0.09
Energy above the lowest of the compared OMol25 structures with the same formula, charge and spin in kJ/mol: 354.3
Spin multiplicity: 1
Gap between HOMO and LUMO in eV: 10.38

Geometry as XYZ:
```
9
C2H3N3O (wB97M-V/def2-TZVPD)
C 1.26 -0.99 0.00
C -0.95 -0.14 0.01
N 2.04 -1.84 -0.02
N 1.04 1.32 -0.07
N 0.50 0.12 0.01
O 0.28 2.27 0.00
H -1.44 -0.04 0.94
H -1.55 0.44 -0.67
H -1.18 -1.14 -0.18
```

---

Entry 7:
The following is a DFT calculation (wB97M-V/def2-TZVPD) of one molecule with the formula C2H3N3O.

Calculated values
DFT total energy in hartree: -317.487548
Lowest unoccupied orbital energy in eV: 0.52
Energy above the lowest of the compared OMol25 structures with the same formula, charge and spin in kJ/mol: 117.5
Spin multiplicity: 1
Gap between HOMO and LUMO in eV: 9.64

Geometry as XYZ:
```
9
C2H3N3O (wB97M-V/def2-TZVPD)
N -0.03 1.44 0.74
C -0.31 0.11 0.54
C 0.03 -0.36 -0.81
N 0.10 -1.65 -0.99
N 0.19 -2.77 -1.11
O -0.81 -0.60 1.39
H -0.11 1.74 1.70
H 0.74 1.85 0.23
H 0.19 0.26 -1.68
```

---

Entry 8:
The following is a DFT calculation (wB97M-V/def2-TZVPD) of one molecule with the formula C2H3N3O.

Calculated values
SMILES string: Oc1nnc[nH]1
DFT total energy in hartree: -317.466076
Lowest unoccupied orbital energy in eV: 0.59
Energy above the lowest of the compared OMol25 structures with the same formula, charge and spin in kJ/mol: 173.9
Spin multiplicity: 1
Gap between HOMO and LUMO in eV: 9.79

Geometry as XYZ:
```
9
C2H3N3O (wB97M-V/def2-TZVPD)
O 0.68 1.76 -0.95
C 0.25 0.65 -0.39
N -0.13 -0.60 -0.72
C -0.44 -1.16 0.52
N -0.25 -0.32 1.49
N 0.18 0.81 0.91
H -0.19 -1.05 -1.62
H -0.79 -2.17 0.66
H 0.68 2.09 0.10
```

---

Entry 9:
The following is a DFT calculation (wB97M-V/def2-TZVPD) of one molecule with the formula C2H3N3O.

Calculated values
SMILES string: O=c1nc[nH][nH]1
DFT total energy in hartree: -317.427854
Lowest unoccupied orbital energy in eV: 0.25
Energy above the lowest of the compared OMol25 structures with the same formula, charge and spin in kJ/mol: 274.3
Spin multiplicity: 1
Gap between HOMO and LUMO in eV: 9.82

Geometry as XYZ:
```
9
C2H3N3O (wB97M-V/def2-TZVPD)
C 1.19 0.21 -0.02
C -0.85 0.85 -0.06
H -1.57 1.77 -0.36
H -1.43 -1.22 0.60
H 0.45 -1.77 -0.18
N 0.38 1.45 0.14
N -0.95 -0.58 -0.14
N 0.38 -0.81 0.10
O 2.41 0.09 -0.08
```

---

Entry 10:
The following is a DFT calculation (wB97M-V/def2-TZVPD) of C2H3N3O as an isolated structure.

Calculated values
DFT total energy in hartree: -317.363974
Lowest unoccupied orbital energy (alpha / beta) in eV: 0.27 / 0.27
Energy above the lowest of the compared OMol25 structures with the same formula, charge and spin in kJ/mol: 442.0
Spin multiplicity: 1
Gap between HOMO and LUMO (alpha / beta) in eV: 8.42 / 8.41

Geometry as XYZ:
```
9
C2H3N3O (wB97M-V/def2-TZVPD)
O 0.80 0.11 2.08
C 0.36 0.11 0.84
N 0.58 0.94 -0.17
N -0.71 -0.14 -2.09
N -0.33 -0.08 -0.91
C -0.48 -0.85 0.18
H 1.39 0.86 2.24
H -0.47 0.74 -2.56
H -1.13 -1.68 0.38
```

---

Entry 11:
The following is a DFT calculation (wB97M-V/def2-TZVPD) of one molecule with the formula C2H3N3O.

Calculated values
DFT total energy in hartree: -317.443975
Lowest unoccupied orbital energy in eV: 0.46
Energy above the lowest of the compared OMol25 structures with the same formula, charge and spin in kJ/mol: 231.9
Spin multiplicity: 1
Gap between HOMO and LUMO in eV: 9.73

Geometry as XYZ:
```
9
C2H3N3O (wB97M-V/def2-TZVPD)
C 0.13 -0.27 0.00
N 1.42 -0.27 0.44
C -1.93 0.47 -0.37
O -1.81 -0.78 -0.68
N -0.52 -1.28 -0.46
N -0.70 0.84 0.07
H 1.95 -1.08 0.17
H 1.91 0.61 0.41
H -0.45 1.76 0.42
```

---

Entry 12:
The following is a DFT calculation (wB97M-V/def2-TZVPD) of one molecule with the formula C2H3N3O.

Calculated values
SMILES string: [H]/N=C(/C#N)NO
DFT total energy in hartree: -317.434204
Lowest unoccupied orbital energy in eV: 0.27
Energy above the lowest of the compared OMol25 structures with the same formula, charge and spin in kJ/mol: 257.6
Spin multiplicity: 1
Gap between HOMO and LUMO in eV: 10.83

Geometry as XYZ:
```
9
C2H3N3O (wB97M-V/def2-TZVPD)
C -0.48 0.35 0.07
C -1.84 -0.07 -0.01
H 2.27 -0.36 0.58
H 0.18 -1.60 -0.27
H 0.82 1.68 -0.14
N 0.44 -0.73 0.20
N -0.22 1.61 -0.04
N -2.90 -0.48 -0.12
O 1.73 -0.40 -0.27
```

---

Entry 13:
The following is a DFT calculation (wB97M-V/def2-TZVPD) of one molecule with the formula C2H3N3O.

Calculated values
SMILES string: Cc1nnon1
DFT total energy in hartree: -317.410986
Lowest unoccupied orbital energy in eV: 0.26
Energy above the lowest of the compared OMol25 structures with the same formula, charge and spin in kJ/mol: 318.6
Spin multiplicity: 1
Gap between HOMO and LUMO in eV: 11.98

Geometry as XYZ:
```
9
C2H3N3O (wB97M-V/def2-TZVPD)
C 0.04 -1.08 0.78
C 0.06 0.15 -0.08
N 1.09 0.89 -0.13
O 0.48 2.01 -1.19
N -0.72 1.61 -1.47
N -1.04 0.55 -0.88
H -0.77 -0.96 1.49
H -0.12 -1.93 0.13
H 0.97 -1.24 1.34
```

---

Entry 14:
The following is a DFT calculation (wB97M-V/def2-TZVPD) of one molecule with the formula C2H3N3O.

Calculated values
DFT total energy in hartree: -317.293343
Lowest unoccupied orbital energy (alpha / beta) in eV: -2.38 / -1.01
Energy above the lowest of the compared OMol25 structures with the same formula, charge and spin in kJ/mol: 627.4
Spin multiplicity: 1
Gap between HOMO and LUMO (alpha / beta) in eV: 6.70 / 8.25

Geometry as XYZ:
```
9
C2H3N3O (wB97M-V/def2-TZVPD)
N -1.24 -0.96 -0.76
C -0.59 -0.15 0.16
C 0.59 0.65 -0.28
N 1.78 0.28 0.12
N 2.81 -0.06 0.44
O -0.41 -0.81 1.27
H -2.11 -1.25 -0.29
H -1.37 0.71 0.18
H 0.53 1.58 -0.83
```

---

Entry 15:
The following is a DFT calculation (wB97M-V/def2-TZVPD) of one molecule with the formula C2H3N3O2.

Calculated values
SMILES string: O=c1[nH][nH]c(=O)[nH]1
DFT total energy in hartree: -392.742429
Lowest unoccupied orbital energy in eV: 0.65
Energy above the lowest of the compared OMol25 structures with the same formula, charge and spin in kJ/mol: 134.2
Spin multiplicity: 1
Gap between HOMO and LUMO in eV: 10.61

Geometry as XYZ:
```
10
C2H3N3O2 (wB97M-V/def2-TZVPD)
C -1.15 -0.39 0.10
C 1.23 -0.33 -0.15
H -1.47 1.48 -0.31
H 1.03 1.81 0.38
H 0.27 -2.03 0.39
N -0.73 0.89 0.13
N 0.75 1.09 -0.20
N 0.06 -1.09 0.06
O -2.27 -0.71 -0.27
O 2.29 -0.73 -0.13
```

---

Entry 16:
The following is a DFT calculation (wB97M-V/def2-TZVPD) of one molecule with the formula C2H3N3O2.

Calculated values
SMILES string: Nn1ncoc1=O
DFT total energy in hartree: -392.696910
Lowest unoccupied orbital energy in eV: 0.70
Energy above the lowest of the compared OMol25 structures with the same formula, charge and spin in kJ/mol: 253.7
Spin multiplicity: 1
Gap between HOMO and LUMO in eV: 10.96

Geometry as XYZ:
```
10
C2H3N3O2 (wB97M-V/def2-TZVPD)
C -1.06 -1.37 -0.46
C 0.80 -0.43 0.25
H 0.98 2.06 -0.28
H 0.34 1.76 1.06
H -1.93 -2.14 -0.48
N 0.11 1.82 0.03
N -0.02 0.42 -0.38
N -1.32 -0.14 -0.57
O 0.19 -1.65 0.01
O 1.89 -0.31 0.83
```

---

Entry 17:
The following is a DFT calculation (wB97M-V/def2-TZVPD) of one molecule with the formula C2H3N3O2.

Calculated values
SMILES string: N/N=c1/ocno1
DFT total energy in hartree: -392.633717
Lowest unoccupied orbital energy in eV: 0.76
Energy above the lowest of the compared OMol25 structures with the same formula, charge and spin in kJ/mol: 419.6
Spin multiplicity: 1
Gap between HOMO and LUMO in eV: 9.67

Geometry as XYZ:
```
10
C2H3N3O2 (wB97M-V/def2-TZVPD)
C -0.26 0.38 -0.07
C 1.89 0.22 0.03
H -2.27 -0.52 1.07
H -3.11 -0.31 -0.34
H 2.95 0.70 0.06
N -2.19 -0.46 0.02
N -1.48 0.80 -0.06
N 1.56 -1.03 0.02
O 0.81 1.14 0.04
O 0.11 -0.97 -0.10
```

---

Entry 18:
The following is a DFT calculation (wB97M-V/def2-TZVPD) of a 2-piece molecular cluster, C2H3N3O2 overall.

Calculated values
DFT total energy in hartree: -392.663590
Lowest unoccupied orbital energy in eV: -0.80
Energy above the lowest of the compared OMol25 structures with the same formula, charge and spin in kJ/mol: 341.2
Spin multiplicity: 1
Gap between HOMO and LUMO in eV: 8.79

Geometry as XYZ:
```
10
C2H3N3O2 (wB97M-V/def2-TZVPD)
N -1.90 -0.01 0.01
C -0.55 -0.14 -0.12
N -0.15 -1.38 0.63
O 1.03 -1.56 0.65
C 3.19 0.38 -0.03
O 2.97 0.95 0.93
N 0.32 0.57 -0.71
H -2.42 0.61 -0.59
H -2.40 -0.80 0.40
H -0.10 1.38 -1.17
```

---

Entry 19:
The following is a DFT calculation (wB97M-V/def2-TZVPD) of a 2-piece molecular cluster, C2H3N3O2 overall.

Calculated values
DFT total energy in hartree: -392.534258
Lowest unoccupied orbital energy in eV: -0.59
Energy above the lowest of the compared OMol25 structures with the same formula, charge and spin in kJ/mol: 680.8
Spin multiplicity: 1
Gap between HOMO and LUMO in eV: 9.31

Geometry as XYZ:
```
10
C2H3N3O2 (wB97M-V/def2-TZVPD)
C -0.48 -0.24 -0.06
C 0.64 0.74 -0.15
H -2.48 -0.55 0.94
H -2.03 0.91 0.11
H 2.64 0.26 -0.19
N -1.98 -0.04 -0.46
N -0.03 -1.51 0.11
N 1.66 -0.06 -0.35
O 1.37 -1.43 -0.06
O 0.70 1.91 0.11
```

---

Entry 20:
The following is a DFT calculation (wB97M-V/def2-TZVPD) of C2H3N3O2 as an isolated structure.

Calculated values
DFT total energy in hartree: -392.764941
Lowest unoccupied orbital energy in eV: 0.59
Energy above the lowest of the compared OMol25 structures with the same formula, charge and spin in kJ/mol: 75.1
Spin multiplicity: 1
Gap between HOMO and LUMO in eV: 9.75

Geometry as XYZ:
```
10
C2H3N3O2 (wB97M-V/def2-TZVPD)
C -0.89 -0.69 -0.19
C 0.63 0.63 0.13
H -2.69 -0.57 0.06
H 2.08 -0.65 -0.57
H 0.91 2.18 1.05
N 0.15 -1.34 -0.64
N 1.14 -0.48 -0.35
N -0.69 0.56 0.26
O -2.12 -1.27 -0.22
O 1.48 1.62 0.48
```